No. 1
ORCA calculation (the ωB97M-V functional and the def2-TZVPD basis) on a molecular structure, C27H37CuN3O4P2S at a distorted geometry.

Each line ends with the Mulliken spin population.
Atoms and positions in Å:
Cu (0.5426, -1.0752, -0.2183)  0.485
C (-6.6264, -4.6320, -2.0921)  0.000
C (-5.2863, -3.9665, -2.1668)  0.000
C (-4.2003, -4.4525, -1.4523)  -0.003
C (-2.9663, -3.8211, -1.5190)  -0.003
C (-2.8190, -2.6980, -2.3058)  0.021
C (-3.8880, -2.2023, -3.0314)  0.001
C (-5.1171, -2.8337, -2.9593)  0.001
S (-1.2515, -1.8306, -2.4713)  -0.023
O (-0.7795, -2.0784, -3.8057)  0.000
O (-1.5571, -0.4484, -2.1382)  0.009
N (-0.2725, -2.4220, -1.3228)  0.220
C (0.6644, -3.3799, -1.7385)  -0.012
C (2.1535, -2.7638, -1.7465)  0.029
O (2.9897, -3.4292, -2.3089)  0.047
O (2.2741, -1.6849, -1.1257)  0.036
H (-6.5985, -5.4975, -1.4364)  0.000
H (-6.9447, -4.9526, -3.0824)  0.000
H (-7.3687, -3.9317, -1.7134)  0.000
H (-4.3254, -5.3352, -0.8403)  0.000
H (-2.1247, -4.1922, -0.9562)  0.005
H (-3.7423, -1.3209, -3.6364)  0.001
H (-5.9636, -2.4574, -3.5177)  0.000
H (0.4777, -3.7676, -2.7425)  -0.004
H (0.7473, -4.1970, -1.0136)  0.002
C (-0.1902, -0.6284, 3.4459)  0.022
P (0.8730, -0.4721, 1.9523)  0.051
C (0.9075, 1.3530, 1.8523)  -0.019
N (1.1918, 1.9752, 2.9677)  0.001
C (1.1644, 3.3219, 2.9818)  -0.001
C (1.4974, 4.0288, 4.1532)  0.000
C (1.4268, 5.3943, 4.1557)  0.000
C (1.0213, 6.0957, 3.0059)  0.000
C (0.6898, 5.4358, 1.8549)  0.000
C (0.7593, 4.0295, 1.8170)  0.000
N (0.4215, 3.3581, 0.6978)  -0.001
C (0.5211, 2.0534, 0.6754)  0.025
P (-0.0818, 1.1286, -0.8255)  0.063
C (-1.7071, 1.9801, -0.8936)  0.008
C (0.9156, 1.9355, -2.2074)  0.016
C (0.5059, 1.2846, -3.5273)  -0.001
C (0.7055, 3.4458, -2.2944)  0.001
C (2.3789, 1.6032, -1.9129)  0.006
C (2.5834, -0.9297, 2.5694)  0.005
C (3.5609, -0.4187, 1.5123)  0.000
C (2.5983, -2.4604, 2.5948)  0.007
C (2.9295, -0.3630, 3.9417)  0.003
H (0.1303, 0.0866, 4.2038)  0.003
H (-0.1247, -1.6481, 3.8228)  -0.002
H (-1.2232, -0.4263, 3.1623)  0.001
H (1.8092, 3.4706, 5.0227)  0.000
H (1.6850, 5.9457, 5.0477)  0.000
H (0.9750, 7.1738, 3.0399)  0.000
H (0.3824, 5.9629, 0.9648)  0.000
H (-1.5843, 3.0377, -0.6645)  0.001
H (-2.3638, 1.5073, -0.1647)  0.002
H (-2.1271, 1.8196, -1.8820)  0.000
H (-0.5282, 1.5153, -3.7753)  0.000
H (0.6019, 0.2013, -3.4827)  -0.002
H (1.1437, 1.6544, -4.3302)  0.000
H (-0.3091, 3.6789, -2.6070)  0.000
H (1.3928, 3.8556, -3.0336)  0.001
H (0.8976, 3.9271, -1.3390)  -0.001
H (2.5063, 0.5237, -1.8267)  -0.001
H (2.7081, 2.0709, -0.9845)  0.001
H (3.0203, 1.9563, -2.7201)  0.000
H (3.2838, -0.8022, 0.5310)  -0.003
H (4.5734, -0.7541, 1.7313)  0.000
H (3.5576, 0.6708, 1.4759)  0.000
H (2.2377, -2.8569, 1.6446)  0.001
H (1.9715, -2.8495, 3.3972)  0.001
H (3.6126, -2.8232, 2.7505)  0.000
H (2.7831, 0.7144, 3.9603)  0.000
H (3.9751, -0.5777, 4.1590)  0.000
H (2.3195, -0.8136, 4.7207)  0.000

Atoms 1-6, force components in eV/Å:
-0.1 -0.2 -0.2
0.0 0.0 0.0
0.1 0.0 0.0
0.0 0.0 -0.1
0.1 0.0 0.1
0.6 0.1 0.1

Output
HOMO level (alpha / beta) in eV: -8.1 / -7.9
LUMO (alpha / beta) in eV: -1.14 / -2.00
<S²>: 0.757
Largest force on an atom in eV/A: 2.80
HOMO-LUMO gap (alpha / beta) in Eh: 0.2550 / 0.2164
2S+1: 2

No. 2
ORCA calculation (the ωB97M-V functional and the def2-TZVPD basis) on a molecular structure, C27H38BrInN6O3SSi2Te.

Each line ends with the Löwdin charge.
Atoms and positions in Å:
In (0.1584, 0.8109, -1.3080)  0.244
O (0.6785, 4.0363, -4.2354)  0.015
C (0.6790, 2.9439, -3.6712)  -0.608
O (0.1326, 2.6650, -2.5539)  -0.147
C (1.4254, 1.8110, -4.3752)  -0.194
C (2.1144, 2.0452, -5.5617)  -0.007
C (2.8019, 0.9963, -6.1427)  -0.079
C (2.7814, -0.2485, -5.5251)  -0.070
C (2.0670, -0.3859, -4.3473)  -0.128
N (1.4066, 0.6243, -3.7918)  0.067
H (2.0896, 3.0404, -5.9817)  0.110
H (3.3522, 1.1422, -7.0652)  0.095
H (3.3076, -1.0964, -5.9444)  0.094
H (2.0180, -1.3279, -3.8139)  0.089
C (-1.5739, 1.4961, 2.2182)  -0.239
Si (-0.5005, 2.1353, 0.8034)  0.499
C (-1.0781, 3.9014, 0.4455)  -0.232
C (1.2545, 2.3259, 1.5811)  -0.281
C (1.3226, 3.0855, 2.7575)  -0.123
C (2.5105, 3.3052, 3.4359)  -0.115
C (3.6863, 2.7563, 2.9427)  -0.118
C (3.6441, 2.0030, 1.7810)  -0.124
C (2.4536, 1.7702, 1.0790)  -0.287
Si (2.5968, 0.7510, -0.5364)  0.485
C (3.6917, 1.8041, -1.6771)  -0.220
C (3.5999, -0.7972, -0.1464)  -0.236
H (-1.5507, 2.1991, 3.0580)  0.021
H (-1.2121, 0.5308, 2.5750)  0.011
H (-2.6161, 1.3686, 1.9186)  0.019
H (-0.9899, 4.5428, 1.3286)  0.013
H (-2.1256, 3.8920, 0.1336)  0.023
H (-0.4950, 4.3330, -0.3696)  0.015
H (0.4118, 3.5207, 3.1590)  0.085
H (2.5194, 3.8988, 4.3439)  0.087
H (4.6270, 2.9142, 3.4594)  0.086
H (4.5721, 1.5802, 1.4052)  0.085
H (4.6545, 2.0285, -1.2053)  0.018
H (3.2036, 2.7508, -1.9204)  0.027
H (3.8874, 1.2768, -2.6157)  0.011
H (4.5553, -0.5363, 0.3210)  0.015
H (3.8096, -1.3426, -1.0706)  0.009
H (3.0469, -1.4628, 0.5201)  -0.002
C (-3.2710, -3.1911, 3.0238)  -0.055
N (-2.0384, -2.5206, 2.6749)  -0.092
C (-0.7658, -3.1313, 2.9666)  -0.065
C (0.1450, -2.4802, 1.9230)  -0.547
O (1.3380, -2.7408, 1.8329)  -0.041
N (-0.5850, -1.6430, 1.1464)  0.144
C (-1.8598, -1.7641, 1.5490)  -0.430
N (-2.8842, -1.2325, 0.9140)  0.219
H (-3.2725, -4.2190, 2.6378)  0.086
H (-4.1307, -2.6558, 2.6290)  0.023
H (-3.3810, -3.2210, 4.1091)  0.084
H (-0.7897, -4.2146, 2.8040)  0.126
H (-0.4128, -2.9330, 3.9812)  0.125
H (-2.7060, -0.7427, 0.0492)  0.034
H (-3.8082, -1.1621, 1.3517)  -0.018
C (-6.9609, 1.5209, 6.3724)  -0.058
C (-5.9416, 0.9254, 5.4374)  -0.382
C (-4.5853, 0.9374, 5.7439)  -0.060
C (-3.7576, 0.3348, 4.8065)  -0.173
N (-4.1990, -0.1988, 3.6870)  0.027
C (-5.5364, -0.1330, 3.4300)  -0.900
S (-6.0952, -0.7451, 1.9310)  0.429
N (-6.4156, 0.4032, 4.3178)  0.065
H (-6.5072, 1.8462, 7.3094)  0.060
H (-7.7402, 0.7875, 6.5825)  0.070
H (-7.4416, 2.3766, 5.8957)  0.072
H (-4.2006, 1.3793, 6.6530)  0.084
H (-2.6821, 0.2806, 4.9674)  0.100
C (2.6654, -4.5516, -0.8077)  -0.471
Te (0.9401, -3.3897, -1.3090)  1.155
C (0.8690, -4.1505, -3.3134)  -0.492
H (2.4573, -5.6177, -0.8825)  -0.017
H (2.9011, -4.2930, 0.2234)  -0.020
H (3.5036, -4.2859, -1.4504)  -0.012
H (1.8219, -3.9885, -3.8177)  -0.017
H (0.0886, -3.5927, -3.8302)  -0.025
H (0.6229, -5.2107, -3.3221)  -0.019
Br (-1.5142, -0.8459, -2.4334)  -0.020

Atoms 1-6, force components in eV/Å:
0.0 0.0 0.0
0.0 0.0 0.0
-0.1 0.1 0.1
0.1 -0.1 -0.2
0.0 0.1 0.0
0.0 0.0 0.0

Output
HOMO level in eV: -2.0
LUMO in eV: 3.63
Largest force on an atom in eV/A: 0.24
HOMO-LUMO gap in Eh: 0.2078
Total charge: -2

No. 3
ORCA calculation (the ωB97M-V functional and the def2-TZVPD basis) on a molecular structure, C27H38ClFeN4OP2Se at a distorted geometry.

Each line ends with the Mulliken spin population.
Atoms and positions in Å:
Fe (8.6636, 10.9761, 11.0918)  3.745
C (11.8696, 10.1578, 9.6051)  0.008
P (10.4389, 9.4023, 10.5468)  0.015
C (11.2084, 8.3601, 11.8238)  -0.001
C (9.6633, 8.1880, 9.3920)  0.010
C (10.3645, 7.3688, 8.4960)  -0.006
C (9.7563, 6.5214, 7.6671)  0.000
C (8.3611, 6.4689, 7.6084)  0.001
C (7.6492, 7.2147, 8.5096)  -0.002
C (8.2970, 8.1277, 9.4300)  0.003
P (7.1935, 9.2470, 10.3974)  0.031
C (6.5428, 8.1799, 11.6767)  0.004
C (5.6890, 9.5641, 9.3758)  0.015
H (12.4266, 9.4153, 9.0317)  -0.001
H (12.5184, 10.5530, 10.4178)  -0.002
H (11.5697, 10.9554, 8.9889)  0.000
H (11.6512, 7.4310, 11.4682)  0.000
H (10.4779, 8.0979, 12.6007)  0.004
H (12.0200, 8.9401, 12.3169)  -0.004
H (11.4427, 7.3749, 8.4442)  0.001
H (10.2966, 5.9089, 6.9226)  0.000
H (7.7582, 5.9584, 6.8199)  0.000
H (6.5853, 7.1351, 8.4581)  0.001
H (6.3472, 7.1232, 11.3575)  0.001
H (5.5662, 8.5846, 12.0616)  -0.001
H (7.2303, 8.1185, 12.4924)  -0.001
H (5.3937, 8.5910, 8.9798)  0.002
H (6.0316, 10.3757, 8.6388)  -0.001
H (4.9232, 9.9571, 10.0588)  0.000
C (9.1760, 7.7808, 18.2756)  0.000
C (9.7668, 7.7926, 16.8541)  0.001
C (10.8934, 6.7225, 16.7624)  0.000
C (8.6849, 7.4474, 15.7522)  0.000
C (10.3293, 9.2684, 16.4676)  -0.001
O (10.8648, 9.0430, 15.1186)  0.000
C (11.3593, 9.7927, 17.4514)  0.000
C (12.1794, 11.0397, 17.1118)  0.000
C (12.8395, 11.1122, 15.7361)  0.000
C (14.0304, 10.4877, 15.5427)  0.000
C (14.6555, 10.4204, 14.3114)  0.000
C (14.0639, 10.9281, 13.1510)  0.002
Cl (14.8134, 10.6766, 11.6304)  0.000
C (12.9097, 11.6850, 13.3410)  0.004
C (12.3798, 11.8230, 14.6471)  0.000
C (9.1832, 10.3443, 16.4088)  0.003
N (8.5571, 10.5823, 15.1069)  0.004
C (9.1115, 10.9235, 13.9740)  -0.057
N (8.1698, 11.1855, 13.0671)  0.066
C (7.0108, 10.8853, 13.7203)  -0.006
N (7.1752, 10.4877, 14.9363)  0.003
H (8.8027, 6.8131, 18.4858)  0.000
H (8.3677, 8.5484, 18.4145)  0.000
H (9.9794, 7.9485, 19.0045)  0.000
H (10.4984, 5.8329, 17.2490)  0.000
H (11.7825, 7.0363, 17.2453)  0.000
H (11.2512, 6.5369, 15.6689)  0.000
H (8.3826, 6.4086, 15.8143)  0.000
H (9.0204, 7.6281, 14.7450)  -0.001
H (7.7701, 8.0444, 15.8280)  0.000
H (11.6110, 9.6122, 14.9197)  -0.001
H (12.1225, 8.9940, 17.6153)  0.000
H (10.8125, 10.0027, 18.3540)  0.000
H (12.9090, 11.1604, 17.8788)  0.000
H (11.5770, 11.9457, 17.2627)  0.000
H (14.5586, 10.0171, 16.3806)  0.000
H (15.5702, 9.8660, 14.1828)  0.000
H (12.4683, 12.1735, 12.4741)  -0.004
H (11.4325, 12.3929, 14.8116)  0.000
H (9.5967, 11.3223, 16.8099)  0.001
H (8.3659, 10.0088, 17.0465)  -0.001
H (10.2123, 10.9754, 13.8891)  0.048
H (6.0475, 10.9321, 13.2658)  -0.008
Se (10.6791, 13.1742, 7.2776)  0.097
C (9.7511, 12.5162, 8.6045)  0.054
N (9.1815, 12.0346, 9.5463)  -0.023

Atoms 1-6, force components in eV/Å:
0.2 0.6 -0.5
0.2 -1.3 2.1
0.9 -0.1 -1.0
0.5 0.1 0.7
0.4 0.9 0.6
1.6 0.8 1.3

Output
HOMO level (alpha / beta) in eV: -10.3 / -10.4
LUMO (alpha / beta) in eV: -2.01 / -3.01
<S²>: 6.023
Largest force on an atom in eV/A: 3.35
HOMO-LUMO gap (alpha / beta) in Eh: 0.3046 / 0.2705
Total charge: +1
2S+1: 5